# 1
{
  "formula": "C12H25Cl10NO",
  "method": "ωB97M-V/def2-TZVPD",
  "species": ["Cl", "C", "C", "Cl", "H", "H", "H", "H", "Cl", "C", "C", "Cl", "H", "H", "H", "H", "Cl", "C", "C", "Cl", "H", "H", "H", "H", "Cl", "C", "C", "Cl", "H", "H", "H", "H", "Cl", "C", "C", "Cl", "H", "H", "H", "H", "O", "C", "N", "C", "H", "H", "H", "H", "H"],
  "coordinates": [[-4.03306, 1.37631, 23.23152], [-3.79789, 0.89123, 24.84847], [-2.90424, -0.27809, 25.02229], [-1.27330, -0.15576, 24.38366], [-4.77946, 0.80094, 25.31372], [-3.30243, 1.80354, 25.18058], [-3.40095, -1.15390, 24.60478], [-2.78962, -0.37993, 26.10146], [-9.75063, 2.80494, 24.74741], [-10.46216, 1.22954, 24.09830], [-11.31823, 1.47718, 22.97511], [-12.77297, 2.52734, 23.32470], [-11.20434, 0.93209, 24.83912], [-9.68456, 0.47318, 23.99175], [-11.63399, 0.48362, 22.65695], [-10.72485, 1.87506, 22.15189], [-1.93163, 4.01292, 23.84011], [-1.22939, 3.76201, 22.23628], [-0.37794, 5.04706, 21.82275], [1.06982, 4.93624, 22.91042], [-2.01677, 3.47276, 21.54024], [-0.57397, 2.89187, 22.19940], [-0.88868, 6.00700, 21.89855], [0.00975, 4.88022, 20.81777], [-5.17076, 5.27520, 25.40191], [-5.63872, 4.86207, 23.75008], [-6.98063, 4.17477, 23.83706], [-7.50049, 3.59982, 22.28105], [-4.86375, 4.13960, 23.49406], [-5.66892, 5.80636, 23.20647], [-7.77502, 4.77869, 24.27561], [-6.89257, 3.23712, 24.38586], [-9.31590, 6.45339, 19.72819], [-9.87255, 4.96976, 18.88895], [-10.43192, 3.99301, 19.88420], [-10.85602, 2.50986, 19.01392], [-9.01019, 4.61814, 18.32255], [-10.66097, 5.37477, 18.25457], [-11.18907, 4.51383, 20.47035], [-9.68844, 3.77050, 20.64961], [-10.55508, 8.96270, 23.82217], [-10.18834, 7.81185, 23.66782], [-9.00411, 7.60764, 23.15595], [-11.02158, 6.52066, 23.66780], [-8.60801, 8.48430, 22.84827], [-8.71274, 6.77333, 22.66694], [-10.40651, 5.80804, 24.21732], [-11.27930, 5.96723, 22.76482], [-11.92979, 6.60635, 24.26438]],
  "mulliken_spin": [0.00, 0.00, 0.00, 0.00, 0.00, 0.00, 0.00, 0.00, 0.00, 0.00, 0.00, 0.00, 0.00, 0.00, 0.00, 0.00, 0.00, 0.00, 0.00, 0.00, 0.00, 0.00, 0.00, 0.00, 0.00, 0.00, 0.00, 0.00, 0.00, 0.00, 0.00, 0.00, 0.00, 0.00, 0.00, 0.00, 0.00, 0.00, 0.00, 0.00, 0.83, -0.03, 0.13, 0.08, 0.00, -0.01, 0.01, -0.01, 0.00],
  "lumo_energy_ha": [-0.155, -0.339],
  "s2": 0.756,
  "spin_multiplicity": 2,
  "gap_ev": [7.905, 2.908],
  "total_charge": 1
}


# 2
{
  "formula": "C12H25N2O2P2STl",
  "method": "ωB97M-V/def2-TZVPD",
  "species": ["C", "C", "N", "C", "C", "C", "C", "P", "Tl", "P", "C", "O", "O", "H", "H", "H", "C", "C", "H", "H", "H", "H", "C", "C", "H", "H", "H", "H", "H", "H", "H", "H", "H", "H", "H", "H", "H", "H", "H", "H", "H", "H", "S", "C", "N"],
  "coordinates": [[-0.73862, 0.80700, -3.33571], [-0.82585, 0.42659, -1.97911], [-0.18649, 1.09284, -1.00323], [0.72590, 2.00474, -1.38050], [0.81369, 2.51423, -2.69868], [0.05429, 1.90224, -3.69287], [-1.67928, -0.72732, -1.60027], [-1.87369, -0.73311, 0.24050], [0.45256, -1.06559, 2.40764], [1.88797, 1.24410, 1.07929], [1.69751, 2.49005, -0.29973], [-0.63599, -3.28445, -2.21271], [0.39722, -3.86949, 0.23674], [-1.33075, 0.27842, -4.09549], [1.46449, 3.37163, -2.92561], [0.10133, 2.26312, -4.73351], [-3.43333, 0.22354, 0.25991], [-2.77073, -2.40990, 0.33573], [2.70894, 2.66129, -0.76395], [1.33340, 3.46187, 0.08393], [-1.30705, -1.72749, -2.00458], [-2.72508, -0.60053, -1.97149], [2.38352, 2.39088, 2.41022], [3.56561, 0.76426, 0.52620], [0.82466, -3.03615, 0.64998], [0.20884, -4.45073, 1.00430], [-0.15174, -3.62576, -1.40361], [0.03696, -3.22897, -2.90156], [-0.71471, 0.12996, 0.93266], [1.12749, -1.51440, 0.85522], [-4.14517, -0.30446, -0.39426], [-3.88564, 0.26098, 1.26618], [-3.22218, 1.21697, -0.14940], [-3.53524, -2.46585, -0.45937], [-2.10922, -3.27264, 0.14226], [-3.33440, -2.53138, 1.27676], [4.18974, 1.66308, 0.46078], [4.03767, 0.09712, 1.25819], [3.51754, 0.32005, -0.47408], [3.30533, 2.92515, 2.16906], [1.60241, 3.13250, 2.62724], [2.60068, 1.78799, 3.30635], [0.11989, 0.09209, 7.08615], [-0.14905, -0.25140, 5.52000], [-0.40338, -0.42305, 4.34443]],
  "lowdin_charge": [-0.03, -0.33, 0.07, -0.31, -0.03, -0.06, -0.28, 0.90, 0.57, 0.78, -0.29, -0.10, -0.18, 0.12, 0.12, 0.12, -0.24, -0.20, 0.09, 0.10, 0.07, 0.10, -0.29, -0.30, -0.08, 0.06, 0.03, 0.06, -0.05, -0.19, 0.05, 0.06, 0.06, 0.06, 0.03, 0.05, 0.04, 0.05, 0.05, 0.04, 0.05, 0.04, 0.46, -1.02, -0.23],
  "lumo_energy_ha": [-0.023, -0.023],
  "spin_multiplicity": 1,
  "gap_ev": [4.697, 4.695],
  "relative_energy_kj_mol": 168.75
}


# 3
{
  "formula": "C12H25N5O3",
  "method": "ωB97M-V/def2-TZVPD",
  "species": ["H", "N", "C", "N", "N", "C", "C", "C", "C", "N", "C", "O", "N", "C", "C", "O", "O", "C", "C", "C", "C", "H", "H", "H", "H", "H", "H", "H", "H", "H", "H", "H", "H", "H", "H", "H", "H", "H", "H", "H", "H", "H", "H", "H", "H"],
  "coordinates": [[-6.66477, -1.77295, -1.46544], [-5.90153, -1.12151, -1.30989], [-6.20582, -0.33716, -0.33233], [-7.39186, -0.41944, 0.42736], [-5.43003, 0.74076, 0.08977], [-4.06048, 0.89366, -0.39593], [-3.04160, 0.15243, 0.47659], [-1.68159, 0.34060, -0.08689], [-0.49705, -0.20860, 0.72525], [-0.25387, 0.55837, 1.96590], [0.74824, -0.25978, -0.07253], [0.68276, -0.47481, -1.29184], [1.89081, -0.13297, 0.61592], [3.15309, -0.29321, -0.13890], [3.61865, -1.68928, 0.07249], [3.34775, -2.28188, 1.09170], [4.34190, -2.23777, -0.90708], [4.24016, 0.77944, 0.14444], [5.66555, 0.26834, -0.07129], [4.03411, 2.16405, -0.63465], [2.69977, 2.81107, -0.49439], [-7.94747, 0.46990, 0.43517], [-7.94489, -1.21077, 0.03705], [-5.68030, 1.23216, 0.93289], [-3.94296, 0.61810, -1.44916], [-3.92597, 2.03786, -0.32352], [-3.10596, 0.54172, 1.47539], [-3.27923, -0.94870, 0.57568], [-1.45582, 1.39725, -0.36021], [-1.51901, -0.27999, -1.01008], [-0.74661, -1.20287, 0.98828], [0.10470, 1.47885, 1.64483], [-1.11523, 0.78931, 2.44908], [1.79376, 0.00783, 1.61449], [2.86351, -0.19891, -1.15864], [4.70165, -3.11872, -0.61834], [4.13138, 1.01886, 1.19112], [5.92410, -0.62092, 0.49817], [6.40486, 1.05662, 0.17262], [5.82718, -0.00390, -1.09338], [4.24508, 1.97911, -1.65980], [4.82684, 2.82368, -0.33611], [2.65042, 3.70666, -1.00744], [2.49145, 3.01288, 0.54296], [1.95115, 2.03677, -0.89238]],
  "lowdin_charge": [0.03, 0.11, -0.57, 0.07, 0.01, -0.21, -0.21, -0.19, -0.31, 0.05, -0.47, 0.04, 0.13, -0.18, -0.50, 0.12, 0.11, -0.27, -0.06, -0.21, -0.10, 0.11, 0.09, 0.12, 0.12, 0.14, 0.09, 0.14, 0.14, 0.13, 0.15, 0.09, 0.07, 0.14, 0.14, 0.16, 0.13, 0.08, 0.09, 0.07, 0.10, 0.10, 0.05, 0.07, 0.10],
  "lumo_energy_ha": 0.029,
  "spin_multiplicity": 1,
  "gap_ev": 9.628,
  "relative_energy_kj_mol": 94.80
}


# 4
{
  "formula": "C12H25O3",
  "method": "ωB97M-V/def2-TZVPD",
  "species": ["C", "C", "C", "C", "C", "C", "C", "C", "H", "H", "H", "H", "H", "H", "H", "H", "H", "H", "H", "H", "H", "H", "H", "H", "H", "C", "C", "O", "C", "O", "O", "C", "H", "H", "H", "H", "H", "H", "H", "H"],
  "coordinates": [[0.97597, 0.85970, 3.53039], [1.68000, -0.24465, 2.75904], [1.10851, -0.40346, 1.34619], [2.06069, -1.03496, 0.33232], [3.32978, -0.20434, 0.03602], [3.15960, 1.31153, 0.16627], [2.26009, 1.91635, -0.91987], [1.32280, 3.00263, -0.40272], [1.55055, 1.16247, 4.41894], [0.90848, 1.75760, 2.88590], [1.56314, -1.22602, 3.25272], [2.78879, -0.14993, 2.65648], [0.79890, 0.58685, 0.99916], [0.18871, -0.99730, 1.39330], [2.37363, -2.01015, 0.72390], [1.53377, -1.24825, -0.60582], [4.14230, -0.51723, 0.69630], [3.67866, -0.42329, -0.98343], [4.15071, 1.77455, 0.12977], [2.74077, 1.54964, 1.14857], [2.87164, 2.32001, -1.73504], [1.65477, 1.12391, -1.37650], [1.87771, 3.81558, 0.07373], [0.64721, 2.59752, 0.35238], [0.72463, 3.43858, -1.20793], [-2.03412, 0.67841, -0.82715], [-2.14388, -0.12219, -2.10162], [-2.42190, -1.51700, -1.83035], [-3.68843, -1.80978, -1.57564], [-4.63119, -1.05873, -1.63075], [-3.76572, -3.10795, -1.25775], [-5.08297, -3.55882, -0.93987], [-1.26944, 0.26358, -0.16968], [-1.74149, 1.70147, -1.06947], [-2.98438, 0.70772, -0.29600], [-1.19852, -0.14949, -2.63971], [-2.92546, 0.26046, -2.75729], [-5.76942, -3.34990, -1.75866], [-5.44734, -3.06704, -0.03909], [-4.98757, -4.62806, -0.77703]],
  "lowdin_charge": [-0.27, -0.44, -0.29, -0.22, -0.23, -0.23, -0.27, -0.12, -0.09, -0.08, 0.07, 0.07, 0.06, 0.09, 0.10, 0.09, 0.09, 0.10, 0.10, 0.09, 0.10, 0.09, 0.07, 0.06, 0.06, -0.05, -0.20, 0.04, -0.61, 0.11, 0.00, -0.05, 0.07, 0.08, 0.08, 0.12, 0.12, 0.09, 0.10, 0.09],
  "lumo_energy_ha": 0.099,
  "spin_multiplicity": 1,
  "gap_ev": 3.554,
  "total_charge": -1
}


- Which formula does entry 2 have?
  C12H25N2O2P2STl